# 1
Entry from OMol25: a cluster of 2 separate species, C34H44NO7P in total (wB97M-V/def2-TZVPD).

Molar mass: 609.700 g/mol
SMILES: CCOP(=O)(CCc1cccc2c1C(=O)c1cccc(Cc3cccc(C)c3)c1C2=O)OCC.COCCNCCOC
Energy: -61069.4501 eV
E_LUMO: -1.119 eV
HOMO: -8.59 eV
Gap between HOMO and LUMO: 7.47 eV

Each line ends with the Löwdin charge.
Atoms and positions in Å:
C: 0.90254 -0.10305 1.75199  -0.2015
C: -5.95733 0.80949 0.61350  0.0059
H: 8.65619 3.17043 -2.15868  0.1090
H: 4.76986 1.75015 -1.15360  0.0786
C: 3.83517 1.23566 -1.61971  -0.0733
O: 1.79862 -2.51982 0.34328  -0.2801
H: -8.03759 -2.42041 -0.57298  0.1073
H: -0.01680 -0.79582 -0.21706  0.1038
H: -3.94097 2.40794 -2.17123  0.1062
C: -11.09020 -0.33365 -0.06802  -0.0445
H: 7.51706 2.77607 0.81230  0.0735
H: -13.25343 -0.86791 -0.80364  0.0910
N: 9.54464 1.09471 -0.35601  -0.0541
C: -0.33078 -0.14248 0.67687  -0.1764
C: -3.01296 -0.01882 1.36964  0.0065
O: -2.47466 2.30326 0.49796  0.0391
P: 2.37014 -1.18835 1.24486  0.6941
H: 0.57371 -0.44633 2.79295  0.1034
H: -12.53863 -3.21781 -1.87974  0.0932
O: 10.31222 2.93867 1.85689  -0.2017
H: -9.25290 1.20139 1.11127  0.1273
H: 8.05557 4.10483 -0.26567  0.0908
C: -2.77394 -2.67528 2.96065  -0.0467
H: -2.66790 -3.67004 3.52682  0.0980
H: 12.13589 2.85078 0.95673  0.1191
H: 2.40133 1.62620 0.06852  0.1211
H: 10.63763 1.76237 3.53876  0.0869
H: 2.33289 -4.11010 -2.69787  0.0819
C: -12.15546 -1.21167 -0.76281  -0.0799
H: 7.57182 2.09164 -3.00461  0.1196
H: 3.25553 1.98699 -2.25715  0.0820
H: -0.43194 0.92227 0.28110  0.1041
C: -4.72735 1.39263 -0.18322  -0.0334
H: 11.53291 1.27038 1.46634  0.1211
C: 10.65411 2.04786 -0.37194  -0.2103
O: 3.13068 -1.78122 2.46016  -0.3523
C: -7.38131 0.82120 -0.01308  -0.0923
C: -1.62670 -0.71427 1.40312  -0.0930
H: -5.09031 -2.36551 3.47966  0.1053
H: 0.77041 -3.41288 -1.84555  0.0770
H: -6.40892 2.38687 -3.32816  0.0955
C: -9.13293 -2.08122 -0.61545  0.0152
C: -4.15848 -1.95915 2.96089  0.0075
C: 8.80437 1.03890 -1.61827  -0.1961
C: 9.81631 2.15046 2.92995  -0.1130
H: 9.49390 0.77112 -2.42647  0.1168
C: -1.55931 -2.05970 2.22314  -0.0045
H: 6.36064 3.96782 0.23318  0.0885
C: -5.62311 0.22110 2.07924  -0.2565
C: -10.22614 -2.96911 -1.31883  -0.1979
C: 8.01494 2.29302 -2.02329  -0.2142
C: -3.28513 1.34428 0.54488  -0.2504
H: 3.63948 -3.35130 -0.45832  0.1397
H: 2.86390 -1.92456 -1.44335  0.1027
H: -0.56937 -2.62876 2.27680  0.1025
O: 6.92004 2.58488 -1.16056  -0.2121
C: -6.27115 1.96025 -2.26741  -0.0513
C: -4.85344 1.98054 -1.62572  -0.0016
H: -9.62631 -5.09154 -1.08731  0.0833
H: -10.72058 -4.86997 -2.54146  0.0728
C: -9.84309 -4.39144 -1.98587  -0.1082
C: 2.81312 0.70787 -0.48155  -0.3033
H: 1.67482 -4.83205 -1.09474  0.0795
H: -8.49610 1.42248 -2.03169  0.1038
H: 11.43694 1.67950 -1.04239  0.1215
H: 9.20368 1.32619 2.55542  0.0807
C: -11.73375 -2.56054 -1.39719  -0.0487
C: -8.62508 0.27317 0.81889  -0.1413
H: -8.34943 -0.22954 1.81092  0.1156
H: 8.09392 0.21023 -1.52631  0.1178
H: 4.14892 0.37525 -2.31038  0.0812
O: -6.32830 0.41507 3.09705  0.0483
H: 9.19046 2.78862 3.55650  0.0887
H: 8.89790 1.35178 0.38282  0.0715
C: -7.49298 1.39312 -1.47238  0.0007
H: -11.44618 0.65280 0.40692  0.0916
O: 3.52728 -0.23180 0.38790  -0.2602
H: 1.99232 0.10195 -1.02577  0.1075
C: 7.25082 3.39876 -0.04458  -0.0913
C: 2.65618 -2.84083 -0.78826  -0.2764
H: 1.27347 0.98483 1.85918  0.1033
H: -8.87240 -4.35072 -2.58599  0.0756
C: -4.24412 -0.61981 2.15140  -0.0292
C: 11.23691 2.22914 1.02992  -0.2111
C: -9.57006 -0.73881 0.02548  -0.1707
H: 10.32435 3.02985 -0.72881  0.1031
C: 1.80395 -3.87854 -1.71078  -0.0833

# 2
Entry from OMol25: a structure of composition C34H45AsGaN9S (wB97M-V/def2-TZVPD).

Molar mass: 756.509 g/mol
Energy relative to the best compared isomer or geometry (same formula, charge and spin): 2.0 kcal per mole
Energy: -173448.5465 eV
E_LUMO: 0.083 eV
HOMO: -5.65 eV
Gap between HOMO and LUMO: 5.74 eV

Each line ends with the Löwdin charge.
Atoms and positions in Å:
H: -0.92441 -3.71545 -3.59498  0.0096
H: -4.21477 5.02648 -1.58206  0.0998
C: -2.70503 -2.23819 2.44987  -0.2785
H: 3.45772 0.91207 3.77318  0.0799
N: -2.31228 -0.56901 1.02467  0.0364
C: -2.37784 -3.47036 3.21912  -0.0022
C: 1.11293 -3.19190 -1.42233  -0.0867
C: -2.17426 -0.36905 -5.21506  -0.3408
C: 7.93045 -2.16142 6.10673  -0.0826
H: 0.52495 0.15940 2.33824  0.0629
N: 5.00405 -4.36111 5.56506  0.0773
H: 1.68666 2.59875 1.22455  0.0949
C: 2.85460 -0.91403 2.80639  -0.3727
N: 2.38133 -1.72753 3.80251  -0.0214
H: -2.05371 -4.26573 2.54560  0.0852
H: 7.81905 -4.30936 5.99755  0.1155
C: -1.14174 -4.67037 -0.77987  -0.1144
H: -4.40198 3.13614 -3.16852  0.1011
H: -2.14145 -2.78263 -0.57915  0.0895
H: -0.85852 -1.93710 1.45841  0.1100
C: 1.19442 1.92021 0.51798  -0.0922
H: 7.76729 -0.01609 6.18686  0.1052
H: 8.99882 -2.13733 6.27271  0.1029
C: -3.87072 -1.50737 2.31991  0.0333
H: -2.64014 4.89519 0.31224  0.1116
S: 0.76491 -0.12500 -2.20432  0.4265
H: -4.13198 1.58928 1.18018  0.0810
H: 1.13409 2.37756 -0.46644  0.0811
C: 3.82237 0.19414 3.03342  0.0005
C: -2.74200 4.05578 -0.36852  -0.0548
N: 2.33739 -1.23551 1.65146  0.1242
H: -1.06806 0.83363 2.74676  0.0851
C: 0.03292 -5.33118 -1.11219  -0.1208
C: 1.50971 -2.31266 1.88473  -0.1326
H: -3.05072 1.09864 -2.82695  0.0489
Ga: -1.01438 0.31248 -0.43551  0.2845
H: -3.03941 0.29566 -5.21937  0.0089
N: -0.06407 -1.13926 -0.98030  -0.4792
H: -4.73322 -1.99184 -4.16533  0.0071
C: -0.92037 -2.85180 -4.25993  -0.3190
H: 1.06127 -3.42296 3.77192  0.1131
H: 5.33196 0.04828 5.81584  0.1040
H: 0.05957 -2.37975 -4.20668  0.0035
C: -0.07593 1.06545 2.36511  -0.0646
H: -0.36574 3.71193 0.98352  0.1311
C: -1.19970 -3.28299 -0.76702  -0.1101
C: 2.75014 -1.72009 5.19369  -0.0737
C: 5.90902 -3.33399 5.73997  -0.2283
C: -0.06192 -2.51039 -1.05813  -0.4760
H: -3.72503 -2.90694 -5.30743  0.0155
H: -5.48635 0.46107 1.34083  0.0830
H: -2.03914 -5.23926 -0.56222  0.0971
C: 1.52552 -2.63286 3.20677  -0.0539
C: -2.97085 1.92371 -2.13003  -0.1022
H: 2.07501 -5.07095 -1.72178  0.1005
H: -1.27054 0.23477 -5.13829  0.0126
H: 4.79190 -0.17852 3.36812  0.0706
C: -4.49441 0.59567 0.91391  -0.0033
C: -1.02310 2.83761 0.99266  -0.1272
H: -1.13353 -3.16965 -5.28179  0.0230
C: -3.58114 -0.47239 1.41628  -0.2912
C: 5.22044 -2.12474 5.68110  -0.1744
N: -0.17572 1.61604 1.00327  -0.2771
N: 3.84533 -3.85371 5.40848  0.0617
As: -2.26243 -1.56293 -3.66126  1.0499
H: 2.93844 -0.69910 5.52070  0.1337
C: 7.29007 -3.36745 5.95462  -0.0092
H: 0.07021 -6.41221 -1.13601  0.0905
H: -1.58146 2.87300 1.93132  0.1272
H: 1.75616 0.99191 0.42131  0.0542
H: -3.25215 -3.81409 3.76662  0.0835
H: 1.92366 -2.12866 5.77147  0.1385
H: -2.15863 -0.94056 -6.14391  0.0185
H: -4.57016 0.56611 -0.17240  0.0835
C: -3.72837 3.06719 -2.32315  -0.0831
H: -1.57513 -3.28344 3.93342  0.0720
H: 3.96330 0.71275 2.08844  0.0839
C: 5.86329 -0.89346 5.84722  -0.0293
H: 1.00281 -2.81799 1.07741  0.0830
C: -1.98364 2.90188 -0.18111  -0.2437
H: -3.93940 -3.48205 -3.64097  0.0080
N: -1.79907 -1.63218 1.67356  0.0632
C: -3.83060 -2.59568 -4.26710  -0.3489
H: 1.98074 -2.59912 -1.68325  0.0891
C: 1.15320 -4.57339 -1.44448  -0.0967
C: 7.22211 -0.94156 6.05566  -0.0779
C: -3.62215 4.13264 -1.43364  -0.0861
H: -4.81324 -1.70021 2.80313  0.1136
H: 0.40509 1.79294 3.02831  0.1015
N: 3.92517 -2.50437 5.48164  -0.0533
C: -2.10167 1.81637 -1.04385  -0.1646

# 3
Entry from OMol25: a structure of composition C34H45BrN3O3P2PtS2Si (wB97M-V/def2-TZVPD).

Multiplicity: 5
Molar mass: 972.902 g/mol
Expectation value of S²: 6.05
Net charge: +1
Energy: -168005.8234 eV
E_LUMO (alpha / beta): -3.731 / -6.159 eV
HOMO (alpha / beta): -8.08 / -10.65 eV
Gap between HOMO and LUMO (alpha / beta): 4.35 / 4.50 eV

Each line ends with the Löwdin charge.
Atoms and positions in Å:
C: -3.38851 2.55717 2.99755  -0.1357
H: -2.08603 -1.67379 -2.72854  0.0304
H: -3.18923 2.84356 6.87886  0.1102
C: -0.03364 3.63895 2.37186  -0.1940
H: 1.12344 0.43424 3.78652  -0.0092
C: -2.93109 1.48704 -0.50010  -0.1765
C: 2.19936 2.26945 -1.26602  -0.2004
C: -1.83536 -0.00956 -4.87875  -0.0838
H: 0.06282 4.24251 3.29291  0.0727
H: 2.06007 2.26410 2.76836  0.0275
H: -2.28748 0.53277 -4.05519  0.0594
H: 0.99128 -2.03370 -5.13200  0.0443
C: -1.96311 2.49550 -0.98695  -0.5702
H: 4.81767 0.63600 -0.19062  0.0765
H: -0.43321 0.27038 4.57325  0.0375
H: 5.36146 1.30534 1.34191  0.0911
H: -3.48241 2.55980 1.91009  0.0942
C: -3.32536 -0.03398 1.19412  -0.7183
S: -2.60880 -2.98982 -0.25934  0.7673
O: -2.27834 3.20283 -1.96938  0.0564
C: -1.45340 -2.91649 0.92446  -1.2014
C: 2.96632 -4.14170 -2.91010  -0.0236
N: -2.41964 0.61801 0.46388  -0.1249
H: 1.65115 1.90092 -4.23870  0.0455
N: 1.81154 -2.01814 -2.98253  0.0814
Pt: -0.39203 0.59923 0.53656  0.7041
H: -0.73546 4.07797 1.70172  0.0222
H: 5.22635 -2.93139 0.05885  0.1149
C: -2.20778 -4.98104 2.05332  -0.0609
H: 2.50429 0.33594 -4.31180  0.0714
H: 3.21279 2.12316 -1.65517  0.0652
H: 5.47418 -5.26959 -0.85176  0.1065
H: 0.89239 3.64929 1.78161  0.0009
H: 3.80611 2.41272 2.90689  0.1003
C: -5.12085 0.51510 -0.28859  0.0068
P: 1.87083 0.91339 -0.05451  0.9077
H: 3.75800 0.15353 3.09528  0.0826
H: -1.83153 -5.69248 2.76791  0.0932
H: -2.32376 -5.39764 1.06301  0.0624
C: 3.89905 -5.01069 -2.35128  -0.0846
C: -2.18053 2.30716 3.64580  -0.3205
H: -1.36560 0.68385 -5.58842  0.0805
C: -4.48927 3.01461 5.14807  -0.0578
C: 4.56707 1.36386 0.59865  -0.0957
C: -4.66934 -0.14986 0.84224  -0.0939
H: 2.92981 3.33440 1.66603  0.0763
H: -6.17525 0.41935 -0.52026  0.1236
H: 1.06972 0.68866 -5.40185  0.0321
H: 2.29079 -0.55883 2.42197  0.0350
C: 0.28247 0.99570 4.16124  -0.2062
H: -5.39968 3.33800 5.68028  0.1106
Si: -0.53811 1.89133 2.73640  0.5839
C: 0.05992 -1.65807 -5.51173  -0.0731
N: 3.24814 -1.28051 -0.57005  0.0689
C: 3.52493 -2.44674 -1.23718  -0.2115
P: 0.35630 0.09383 -3.14988  1.2147
H: -2.58129 -0.60460 -5.40385  0.0904
C: 4.57773 -3.30031 -0.75958  -0.0108
H: -4.51697 1.96884 -1.85228  0.1343
H: -0.54871 -2.47885 -5.94434  0.1001
H: -3.15345 -4.55258 2.38928  0.0882
H: 2.33410 -4.38905 -3.79190  0.1188
C: -2.13534 2.45914 5.03952  -0.1107
H: -5.49145 2.89053 3.22955  0.0981
H: -1.18286 2.37643 5.59726  0.1000
H: 0.60597 1.66627 4.94176  0.0433
C: 1.52276 0.82129 -4.41258  -0.1941
H: 2.19061 3.22997 -0.77636  0.0522
O: -0.80278 2.55513 -0.36085  -0.2157
C: -0.73914 -0.99406 -4.32508  -0.6323
H: -5.32781 -0.78923 1.41507  0.1166
C: -4.22246 1.36524 -0.99683  0.0518
C: 1.51220 -0.94969 -2.24236  -0.4824
C: 4.71767 -4.59686 -1.26978  -0.0777
H: 3.84367 -0.93559 1.69799  0.0735
C: 3.26273 -0.12766 2.17976  -0.0903
S: -0.21859 -1.70352 1.09665  0.7024
H: 3.95830 -6.02387 -2.71651  0.0979
H: 0.27742 -0.90776 -6.30050  0.0762
H: 4.63783 2.34067 0.10428  0.0760
C: -4.53556 2.84461 3.73294  -0.0722
C: -3.26333 2.76783 5.78938  -0.0774
C: 3.18660 1.15526 1.29416  -0.6289
H: -0.69839 -2.72870 -2.99843  0.0627
C: 2.77054 -2.83413 -2.37868  -0.2013
C: 2.22243 -0.57060 -1.03316  -0.4584
H: 1.39611 2.28048 -1.99122  -0.0011
C: 2.98762 2.39227 2.19051  -0.0875
H: -2.03966 -2.70467 -4.17379  0.0836
C: -1.43907 -2.11207 -3.49991  -0.1188
O: -1.21911 -3.89073 1.97323  -0.2607
Br: -2.76181 -0.89506 2.77773  0.9381

# 4
Entry from OMol25: a cluster of 2 separate species, C34H45ClN2O10P2S in total (wB97M-V/def2-TZVPD).

Molar mass: 771.206 g/mol
SMILES: CCCCON1c2c(cc(P(=O)(O)O)c(COC)c2COC)Sc2c(Cl)c(CC(=O)c3ccccc3)c(OCC)c(P(C)O)c21.CN(C)C=O
Energy: -101378.1240 eV
E_LUMO: 0.392 eV
HOMO: -7.84 eV
Gap between HOMO and LUMO: 8.23 eV

Each line ends with the Löwdin charge.
Atoms and positions in Å:
H: -3.91942 -2.12674 0.83828  0.0680
H: -0.97374 5.40843 0.30764  0.0885
H: 3.70420 0.81820 -3.59486  0.0976
H: 2.88124 0.45553 1.58788  0.1053
C: 3.18160 -1.23365 2.86310  -0.2415
H: 1.14404 -2.20350 5.26659  0.1396
O: 4.63312 4.67155 -3.54561  -0.1053
N: 0.34283 0.47998 -0.45436  -0.0328
H: -0.67248 -4.03358 7.35739  0.0902
C: -4.19985 1.54386 -3.38275  -0.0638
C: -4.07667 -2.63428 -0.11290  -0.2383
C: -0.82549 -1.91804 -3.10654  -0.5890
H: -1.13399 -0.22038 2.67393  0.0427
H: -0.06002 -2.39706 7.06248  0.0834
H: -7.34910 0.68631 -2.53006  0.0994
O: 0.91062 -3.22503 3.52712  -0.0016
O: -0.07080 3.59563 0.18510  -0.1653
C: 1.13199 2.98304 0.61531  -0.1375
C: 1.87735 2.36737 -0.55168  -0.0273
H: 0.10116 5.23178 -1.06938  0.0911
C: -4.59405 -0.79063 -3.87698  -0.1629
H: -3.55096 -4.50820 0.72108  0.0794
Cl: -0.15569 -2.68629 -4.50689  0.7300
H: -1.56506 1.80075 1.64045  0.0457
H: -3.54662 2.40276 -3.35050  0.1029
H: -1.99656 -4.89064 5.33115  0.0869
H: 4.23743 4.76933 -1.17783  0.0969
H: -1.76573 -2.76911 6.75810  0.0902
O: -4.61035 -2.60041 -5.34516  0.1279
O: 0.65077 -0.06315 0.80910  -0.1338
C: -3.24954 -3.90823 -0.13607  -0.0561
H: -3.48327 -4.50348 -1.01187  0.0680
H: -2.18124 -3.73700 -0.03999  0.0787
H: -1.00561 -1.56537 1.52658  0.0245
P: 5.05727 3.22510 -3.03811  0.4360
O: -1.95468 1.62359 0.77895  -0.3066
C: -1.21702 -4.53335 4.66339  -0.0352
H: 3.35032 -0.42607 3.57345  0.0980
C: 0.59973 -2.95821 4.67298  -0.3369
C: -1.79297 -0.63325 -0.81985  -0.1665
H: -1.67083 -4.11005 3.76616  0.0839
H: -5.85012 2.61041 -2.50066  0.0980
C: 3.65227 2.46465 -2.22242  -0.1665
H: 5.44767 5.18670 -3.62369  0.0968
P: -2.57496 0.11023 0.68310  0.9648
O: 3.96064 4.15871 0.74605  -0.1714
H: -2.42216 -1.44777 2.54325  0.0194
C: 4.42498 -2.13723 2.92163  -0.0973
H: 2.62592 5.05240 -0.58228  0.1141
O: 6.25278 3.25948 -2.17955  -0.2637
O: 5.32074 2.41368 -4.39060  -0.1197
C: -3.75014 0.31806 -3.86718  -0.0256
C: -3.07680 -2.93289 -3.59634  -0.0475
O: -3.89672 -1.73444 -1.20242  -0.1004
H: 2.30502 -1.76851 3.21991  0.0481
C: -0.45708 -0.40613 -1.23355  -0.1760
H: 0.86096 2.17757 1.29242  0.1133
H: -6.55960 -1.50989 -3.41241  0.1191
C: -2.59406 -1.48764 -1.57553  -0.2749
H: 4.27807 -2.97704 3.59562  0.0626
H: 0.76183 5.47271 0.57372  0.0728
H: 4.81973 6.02958 0.78088  0.0927
C: -0.02061 4.99066 -0.01089  -0.0958
C: 4.14398 5.41371 1.37699  -0.0922
H: 4.62711 -2.55334 1.93628  0.0654
C: -0.74789 -3.16065 6.70617  -0.0553
H: -2.73331 0.24570 -4.22824  0.1210
C: -1.68764 -0.86498 1.99674  -0.2451
H: -3.63380 -3.66803 -3.02304  0.1218
C: 1.45662 1.12397 -1.06783  -0.1364
N: -0.42069 -3.52409 5.34193  -0.1921
C: -5.89995 -0.65446 -3.40564  -0.0232
H: -5.12589 -2.91554 -0.13270  0.1252
C: -6.35039 0.56633 -2.92022  -0.0707
H: -2.55226 -3.46651 -4.37463  0.0849
C: 1.64962 -1.10153 0.79827  -0.1437
C: -5.50076 1.67380 -2.90231  -0.0763
H: -0.58470 -5.36842 4.36114  0.0945
C: 3.21635 1.25305 -2.73835  -0.0840
H: 1.76567 3.66180 1.17401  0.1141
C: -4.13793 -2.12442 -4.35765  -0.3366
H: 4.51971 5.24764 2.37838  0.0900
H: 1.80143 -1.51763 -0.19331  0.1004
C: 0.01030 -1.08437 -2.35503  -0.4432
C: 2.14206 0.60151 -2.14848  -0.4142
H: 1.23796 -1.90374 1.41082  0.1021
H: 5.29965 -1.57413 3.23241  0.0664
C: -2.15570 -2.10988 -2.74708  -0.1774
H: 3.81305 -0.84068 0.84933  0.1071
H: 5.90138 1.67940 -4.14661  0.0918
C: 2.94219 -0.62210 1.46282  -0.1409
H: 3.18632 5.94017 1.45058  0.0803
C: 3.45186 4.33944 -0.56248  -0.1890
C: 2.97899 3.01927 -1.12211  -0.0914
S: 1.69641 -0.94203 -2.88399  1.0296

What maximum force values result from the calculations? In sequence: 5.38 0.89 3.47 1.33 eV/Å.